Record 1
119
Properties=species:S:1:pos:R:3 method="wB97M-V/def2-TZVPD" homo_energy_ev=-8.961 largest_force_ev_per_a=0.519 e_tot_ev=-54432.2475 orbital_gap_ev=9.45 smiles=CCCCCCCCCCCCC[C@H](OC)[C@H](N)CC.c1ccccc1.c1ccccc1.c1ccccc1.c1ccccc1.c1ccccc1
C -1.0180 -1.4696 -1.3786
C -1.5284 -1.5995 -2.8210
C -2.5497 -2.7176 -3.0142
C -2.0484 -4.1430 -2.7954
C -1.0364 -4.6142 -3.8455
C 0.4149 -4.3515 -3.4480
C 0.9369 -5.3278 -2.3692
C 1.1314 -4.7189 -0.9742
C 2.5516 -4.2447 -0.5687
C 3.5511 -3.9580 -1.6827
C 3.1799 -2.7480 -2.5492
C 3.6279 -1.3954 -1.9937
C 2.6465 -0.8325 -0.9515
C 2.4049 0.6625 -1.0476
O 3.5440 1.4933 -0.8269
C 4.5533 1.0109 0.0411
C 1.2157 1.1452 -0.2095
N 0.8697 2.4893 -0.6898
C 1.3856 1.0497 1.3123
C 0.9726 -0.2995 1.9110
H -1.6776 -1.9695 -0.6717
H -0.9736 -0.4178 -1.0945
H -0.0043 -1.8547 -1.2712
H -2.0148 -0.6632 -3.1007
H -0.7004 -1.7166 -3.5210
H -3.3588 -2.5400 -2.2972
H -3.0081 -2.6342 -4.0018
H -2.9199 -4.7990 -2.8319
H -1.6475 -4.2362 -1.7835
H -1.1670 -5.6816 -4.0268
H -1.2618 -4.0934 -4.7785
H 0.4481 -3.3429 -3.0358
H 1.0528 -4.3860 -4.3290
H 0.1919 -6.1199 -2.2715
H 1.8431 -5.8194 -2.7151
H 0.8265 -5.4723 -0.2471
H 0.4259 -3.8969 -0.8451
H 2.9736 -4.9449 0.1515
H 2.4278 -3.3096 -0.0171
H 4.5119 -3.7440 -1.2067
H 3.7280 -4.8280 -2.3126
H 3.6436 -2.8839 -3.5285
H 2.1058 -2.7208 -2.7236
H 3.7433 -0.6796 -2.8069
H 4.6076 -1.5267 -1.5329
H 1.6713 -1.2876 -1.1468
H 2.9231 -1.1489 0.0526
H 2.1150 0.8571 -2.0835
H 5.2360 0.3473 -0.4906
H 5.1227 1.8787 0.3689
H 4.1585 0.5196 0.9276
H 0.3853 0.4839 -0.4783
H 0.0728 2.8185 -0.1556
H 1.6380 3.1078 -0.4442
H 0.7218 1.8013 1.7468
H 2.3876 1.3335 1.6298
H 1.7318 -1.0677 1.7863
H 0.0307 -0.6142 1.4640
H 0.8167 -0.1888 2.9833
C -1.6657 -2.0608 5.0231
C -1.4091 -2.1469 6.3844
C -0.2868 -2.8263 6.8369
C 0.5810 -3.4159 5.9279
C 0.3254 -3.3278 4.5665
C -0.7992 -2.6521 4.1146
H -2.5420 -1.5320 4.6691
H -2.0833 -1.6823 7.0929
H -0.0882 -2.8954 7.8985
H 1.4576 -3.9435 6.2809
H 1.0033 -3.7850 3.8569
H -0.9986 -2.5843 3.0525
C 5.4603 4.9482 -0.0175
C 5.9414 6.0588 0.6618
C 5.0558 6.9424 1.2629
C 3.6892 6.7135 1.1865
C 3.2096 5.6018 0.5077
C 4.0935 4.7171 -0.0963
H 6.1516 4.2613 -0.4897
H 7.0074 6.2369 0.7222
H 5.4306 7.8106 1.7894
H 2.9983 7.4024 1.6551
H 2.1421 5.4265 0.4491
H 3.7223 3.8492 -0.6265
C -4.7432 2.0769 -1.6824
C -5.2262 2.9013 -2.6890
C -5.5544 2.3669 -3.9271
C -5.4021 1.0068 -4.1587
C -4.9211 0.1827 -3.1513
C -4.5898 0.7173 -1.9142
H -4.4856 2.4946 -0.7177
H -5.3461 3.9617 -2.5087
H -5.9266 3.0113 -4.7129
H -5.6563 0.5899 -5.1246
H -4.8004 -0.8783 -3.3296
H -4.2097 0.0730 -1.1307
C -4.2124 1.8454 9.7733
C -4.8159 0.7590 9.1559
C -4.3982 0.3580 7.8946
C -3.3746 1.0416 7.2531
C -2.7695 2.1267 7.8712
C -3.1899 2.5297 9.1308
H -4.5389 2.1591 10.7563
H -5.6122 0.2247 9.6576
H -4.8713 -0.4876 7.4111
H -3.0460 0.7268 6.2705
H -1.9693 2.6572 7.3716
H -2.7201 3.3774 9.6124
C -1.3713 3.5280 -6.2958
C -0.3972 4.2917 -5.6673
C 0.1699 3.8526 -4.4787
C -0.2313 2.6482 -3.9169
C -1.2050 1.8851 -4.5495
C -1.7767 2.3245 -5.7359
H -1.8148 3.8712 -7.2219
H -0.0803 5.2300 -6.1049
H 0.9267 4.4500 -3.9855
H 0.2119 2.3151 -2.9864
H -1.5217 0.9449 -4.1136
H -2.5389 1.7299 -6.2239



Record 2
145
Properties=species:S:1:pos:R:3 method="wB97M-V/def2-TZVPD" homo_energy_ev=-8.711 largest_force_ev_per_a=2.427 e_tot_ev=-170086.6344 orbital_gap_ev=8.91
C 2.4255 -0.6282 2.0314
C 2.6410 -0.1323 0.6258
C 3.4310 -0.8929 -0.2274
C 3.6034 -0.4944 -1.5136
C 3.0397 0.6354 -2.0274
C 2.2826 1.4132 -1.2023
C 2.0912 1.0185 0.1081
C 1.1688 1.9125 0.9630
B -0.2227 1.2384 0.7668
O -1.0207 0.7362 1.8049
B -0.9804 -0.6368 1.6435
O -1.0189 -1.2014 0.3744
B -0.9064 -0.3126 -0.6758
Br -1.0605 -1.0581 -2.4687
O -0.7063 1.0260 -0.5348
H 1.7818 -1.5113 1.9731
H 1.9327 0.0955 2.6798
H 3.3640 -0.9017 2.5175
H 3.8762 -1.7876 0.1895
H 4.1953 -1.1131 -2.1819
H 3.1618 0.9319 -3.0616
H 1.7976 2.3142 -1.5541
H 1.2283 2.9167 0.5365
H 1.4683 1.9807 2.0062
H -0.8580 -1.3541 2.5801
O 1.9245 1.4576 -6.0509
C 0.7595 1.2308 -6.1916
O 0.2867 0.3255 -7.0899
C -1.1527 0.3527 -7.0989
C -1.5481 0.9426 -5.7592
C -0.3962 1.8964 -5.4690
H -1.4849 0.9680 -7.9383
H -1.5340 -0.6585 -7.2288
H -2.5264 1.4215 -5.7716
H -1.5661 0.1581 -5.0075
H -0.5609 2.8838 -5.9031
H -0.1887 1.9816 -4.4052
O 5.4893 -2.2076 -4.5743
C 4.4170 -2.6656 -4.8447
O 3.6419 -3.3314 -3.9506
C 2.4667 -3.8410 -4.6131
C 2.2933 -2.9792 -5.8515
C 3.7371 -2.6347 -6.1999
H 2.6379 -4.8916 -4.8588
H 1.6171 -3.7702 -3.9364
H 1.7496 -3.4783 -6.6514
H 1.7506 -2.0664 -5.5943
H 4.1956 -3.3905 -6.8397
H 3.8249 -1.6507 -6.6524
O 5.3810 -1.8969 2.6190
C 5.9876 -1.4200 3.5359
O 5.4497 -1.2607 4.7680
C 6.3776 -0.5654 5.6214
C 7.7439 -0.7929 4.9926
C 7.3999 -0.8762 3.5085
H 6.1002 0.4908 5.6451
H 6.3079 -0.9688 6.6290
H 8.4655 -0.0164 5.2376
H 8.1531 -1.7469 5.3277
H 7.3906 0.1069 3.0352
H 8.0663 -1.5474 2.9745
O -1.0560 2.7418 7.7115
C -1.3874 2.2017 6.6947
O -0.6766 1.2082 6.1138
C -1.2767 0.8506 4.8512
C -2.7226 1.3109 4.9536
C -2.5996 2.5357 5.8534
H -0.7368 1.3584 4.0554
H -1.1925 -0.2237 4.7046
H -3.1796 1.5131 3.9865
H -3.3212 0.5471 5.4538
H -2.3945 3.4421 5.2827
H -3.4768 2.6741 6.4775
O -5.8504 2.3379 -7.7738
C -5.9599 1.4197 -7.0173
O -5.3812 0.2099 -7.2352
C -5.7833 -0.7141 -6.2057
C -6.2100 0.1520 -5.0313
C -6.7646 1.3876 -5.7326
H -6.6025 -1.3250 -6.5912
H -4.9453 -1.3626 -5.9585
H -6.9207 -0.3408 -4.3705
H -5.3360 0.4278 -4.4383
H -7.8205 1.2782 -5.9838
H -6.6070 2.2949 -5.1566
O 1.3390 -4.6833 -8.4424
C 0.6804 -4.0879 -9.2445
O 0.2171 -4.6558 -10.3843
C -0.4435 -3.6679 -11.1932
C -0.8429 -2.5641 -10.2266
C 0.2764 -2.6273 -9.1911
H 0.2567 -3.3198 -11.9558
H -1.3002 -4.1231 -11.6848
H -0.9508 -1.5917 -10.7040
H -1.7949 -2.8126 -9.7539
H 1.1305 -2.0115 -9.4757
H -0.0750 -2.3577 -8.1994
O -2.1841 -3.6674 -4.1375
C -2.0710 -4.6518 -3.4674
O -1.6967 -5.8512 -3.9734
C -1.7542 -6.8576 -2.9478
C -1.6594 -6.0950 -1.6350
C -2.3477 -4.7782 -1.9825
H -2.6975 -7.3993 -3.0474
H -0.9323 -7.5563 -3.0856
H -2.1092 -6.6243 -0.7970
H -0.6126 -5.9075 -1.3905
H -3.4272 -4.8262 -1.8303
H -1.9278 -3.9356 -1.4389
O -4.8183 5.1138 6.4809
C -4.6583 5.3969 7.6352
O -5.5308 6.1577 8.3387
C -4.9998 6.4082 9.6583
C -3.9959 5.2919 9.9026
C -3.4763 5.0202 8.4962
H -4.5329 7.3960 9.6623
H -5.8103 6.3965 10.3809
H -3.2215 5.5577 10.6194
H -4.5116 4.4071 10.2798
H -2.6339 5.6642 8.2405
H -3.2111 3.9777 8.3543
O -8.4571 7.1843 11.6604
C -8.7812 6.9386 10.5351
O -8.1309 6.0319 9.7660
C -8.6802 6.0398 8.4324
C -10.0801 6.6170 8.5834
C -9.9018 7.5849 9.7477
H -8.0412 6.6556 7.7991
H -8.6911 5.0260 8.0397
H -10.4515 7.0830 7.6725
H -10.7790 5.8275 8.8657
H -9.5729 8.5703 9.4148
H -10.7985 7.6727 10.3545
O 11.2686 -2.0227 3.7081
C 11.2573 -2.4732 2.6000
O 10.2997 -2.1669 1.6915
C 10.4885 -2.9437 0.4940
C 11.9545 -3.3497 0.5117
C 12.2332 -3.4704 2.0075
H 9.8172 -3.8040 0.5302
H 10.2346 -2.3361 -0.3711
H 12.1544 -4.2586 -0.0525
H 12.5652 -2.5507 0.0885
H 11.9941 -4.4637 2.3899
H 13.2558 -3.2059 2.2606



Record 3
139
Properties=species:S:1:pos:R:3 method="wB97M-V/def2-TZVPD" homo_energy_ev=-5.938 largest_force_ev_per_a=6.166 e_tot_ev=-101557.8548 orbital_gap_ev=5.36
C -6.6059 3.5129 -4.0326
O -7.3081 2.2541 -4.0240
C -7.0283 1.5505 -5.2414
C -6.4894 0.1143 -4.8624
C -5.0845 0.1734 -4.1070
C -4.1193 -0.8759 -4.8239
C -2.5754 -0.6366 -4.4875
C -1.8402 -0.1616 -5.8018
C -0.9887 1.1611 -5.6447
C -1.7284 2.3394 -4.9125
C -0.7853 3.3139 -4.1076
C 0.2192 2.5586 -3.1644
C 0.6006 3.3398 -1.8503
C 1.3397 2.3269 -0.9072
N 1.6806 2.8465 0.4534
C 0.7212 3.6971 1.0956
O 0.6638 4.8996 1.1791
C -0.3066 2.7534 1.7360
C -1.6406 2.9552 2.2328
C -2.3286 1.7767 2.7798
C -1.6942 0.4428 2.7913
O -2.4588 -0.6442 3.3025
C -3.4034 -0.8808 2.3631
N -4.1624 -1.0908 1.5179
C -0.3420 0.2190 2.3053
P 0.5745 -1.3928 2.2498
S -0.2803 -2.8740 3.1780
C 0.3595 1.4101 1.7850
C 1.7149 1.6023 1.2418
O 2.8722 0.8604 1.3489
H -7.1126 4.1814 -3.2920
H -5.5457 3.2885 -3.7218
H -6.6420 4.0292 -5.0269
H -6.2740 2.0738 -5.8845
H -7.9457 1.3915 -5.8817
H -7.2859 -0.3595 -4.2317
H -6.4336 -0.4666 -5.8197
H -5.2976 -0.2338 -3.0808
H -4.6968 1.2217 -4.0942
H -4.3365 -0.8309 -5.8948
H -4.4358 -1.8855 -4.4749
H -2.2008 -1.6437 -4.1577
H -2.4465 0.0413 -3.6113
H -2.5117 -0.0851 -6.6957
H -1.1016 -0.9759 -6.0616
H -0.0049 0.8721 -5.2027
H -0.7650 1.5253 -6.6884
H -2.2046 2.9656 -5.7221
H -2.5679 2.0238 -4.2454
H -1.4256 4.0217 -3.5175
H -0.1856 3.8782 -4.8793
H -0.2929 1.6104 -2.8249
H 1.1493 2.2884 -3.7199
H -0.2802 3.8521 -1.3954
H 1.3138 4.1562 -2.1630
H 2.3228 2.0900 -1.4135
H 0.7641 1.3650 -0.9057
H -2.0951 3.9667 2.2021
H -3.3549 1.8725 3.2003
H 1.8939 -1.2522 2.7728
H 0.7095 -1.7088 0.8706
C -3.0133 -4.2133 -8.0495
C -3.3965 -3.2126 -7.0270
N -3.6945 -2.4271 -6.2296
H -3.5153 -5.1541 -7.8518
H -3.2976 -3.8584 -9.0404
H -1.9359 -4.3729 -8.0254
C 2.6421 0.7275 5.5183
C 1.7351 -0.4420 5.5325
N 1.0225 -1.3482 5.5487
H 3.1152 0.8472 6.4970
H 3.4142 0.5890 4.7609
H 2.0752 1.6301 5.2869
C 5.6179 1.0859 -1.3811
C 4.6059 0.9677 -0.3135
N 3.8174 0.8782 0.5177
H 5.5905 2.0912 -1.8021
H 6.6106 0.8969 -0.9720
H 5.4115 0.3615 -2.1690
C 5.7846 3.4645 7.1964
C 5.0365 2.2609 7.6235
N 4.4527 1.3255 7.9570
H 5.3735 4.3473 7.6875
H 6.8282 3.3624 7.4653
H 5.7054 3.5876 6.1183
C -5.8655 -6.8806 -9.5585
C -4.4699 -7.0725 -9.1074
N -3.3844 -7.2217 -8.7549
H -6.5081 -7.6331 -9.1031
H -6.2155 -5.8901 -9.2681
H -5.9199 -6.9741 -10.6425
C 5.5198 -2.1553 9.1506
C 6.6765 -2.3436 10.0541
N 7.5763 -2.4894 10.7570
H 4.6042 -2.4728 9.6483
H 5.4292 -1.1037 8.8780
H 5.6562 -2.7470 8.2458
C 1.1180 -3.1463 -5.2116
C 0.8106 -2.1350 -4.1764
N 0.5681 -1.3532 -3.3671
H 0.5862 -4.0735 -4.9981
H 0.8217 -2.7857 -6.1953
H 2.1903 -3.3453 -5.2223
C 0.1722 0.1169 8.9608
C 1.3427 -0.0845 9.8437
N 2.2524 -0.2498 10.5302
H -0.7372 -0.1937 9.4740
H 0.0861 1.1689 8.6896
H 0.2900 -0.4768 8.0534
C 2.6761 -4.5541 -0.4539
C 2.3063 -3.5018 0.5135
N 2.0155 -2.6809 1.2721
H 2.1438 -5.4753 -0.2170
H 2.4118 -4.2392 -1.4641
H 3.7488 -4.7398 -0.4067
C 2.3990 -4.9480 -8.5955
C 1.2797 -3.9821 -8.5432
N 0.4017 -3.2320 -8.5227
H 2.3467 -5.5244 -9.5183
H 3.3491 -4.4157 -8.5612
H 2.3406 -5.6288 -7.7466
C 3.4371 2.8864 11.4993
C 2.8675 4.1630 11.0141
N 2.4240 5.1561 10.6364
H 3.0446 2.6569 12.4891
H 3.1734 2.0788 10.8168
H 4.5225 2.9634 11.5564
C 9.2001 5.9658 7.8151
C 8.6364 5.0165 6.8304
N 8.1977 4.2775 6.0642
H 8.4235 6.2826 8.5108
H 10.0039 5.4863 8.3726
H 9.5958 6.8406 7.3005
C -6.9960 -1.8603 3.2886
C -7.9041 -3.0288 3.3106
N -8.6103 -3.9375 3.3277
H -6.5117 -1.7496 4.2584
H -6.2327 -1.9971 2.5236
H -7.5620 -0.9559 3.0681